Record 1
Computed, not measured: a gas-phase ion, C5H6N (charge +1) in a non-equilibrium geometry, with ωB97M-V/def2-TZVPD.

highest occupied orbital energy (spin up / spin down): -13.271 / -13.270 eV
frontier orbital gap (spin up / spin down): 8.038 / 8.036 eV
total charge: +1

```
12
Properties=species:S:1:pos:R:3:lowdin_charge:R:1
C 1.361 0.329 0.026 -0.241
C 0.923 -0.896 -0.799 0.092
C 1.623 1.089 0.905 0.302
C 0.424 0.434 -1.168 -0.024
C -0.523 -0.612 -0.707 -0.257
N -1.166 -0.558 0.612 0.225
H 2.081 1.801 1.536 0.084
H 0.286 1.114 -1.882 0.117
H -1.165 -1.072 -1.432 0.155
H -0.480 -0.701 1.311 0.135
H -1.822 -1.328 0.608 0.174
H -1.543 0.401 0.990 0.237
```

***

Record 2
Computed, not measured: a molecular structure, C41H26F3FeI2N3O4Sb, with ωB97M-V/def2-TZVPD.

highest occupied orbital energy (spin up / spin down): -8.225 / -8.244 eV
⟨S²⟩: 8.763
frontier orbital gap (spin up / spin down): 7.580 / 6.788 eV
2S+1: 6
total charge: 0

```
81
Properties=species:S:1:pos:R:3:lowdin_charge:R:1
Fe -1.017 -0.766 1.758 1.119
O -2.337 -1.845 5.996 0.054
C -1.862 -0.653 6.422 -0.266
C -2.317 -0.191 7.657 -0.015
C -1.872 1.017 8.154 -0.079
C -0.962 1.789 7.436 -0.089
C -0.504 1.332 6.218 -0.030
C -0.942 0.114 5.691 -0.087
C -0.460 -0.328 4.366 -0.415
O -1.103 -1.299 3.756 -0.152
N 0.565 0.273 3.828 0.102
N 0.755 -0.288 2.570 -0.084
C 1.902 -0.686 2.180 -0.035
C 2.074 -1.592 1.066 -0.159
C 3.378 -1.806 0.590 -0.042
C 3.657 -2.777 -0.343 -0.089
C 2.620 -3.599 -0.786 -0.081
C 1.332 -3.420 -0.331 -0.043
C 1.014 -2.392 0.569 -0.372
O -0.256 -2.234 0.912 -0.164
H -1.970 -1.992 5.099 0.069
H -3.017 -0.805 8.206 0.118
H -2.238 1.364 9.112 0.104
H -0.618 2.737 7.826 0.100
H 0.203 1.909 5.638 0.108
H 2.771 -0.420 2.783 0.143
H 4.177 -1.187 0.983 0.116
H 4.664 -2.915 -0.711 0.106
H 2.822 -4.375 -1.515 0.112
H 0.522 -4.041 -0.692 0.122
I -0.954 3.221 -1.432 1.038
C -2.249 2.785 0.125 -0.633
C -3.238 3.721 0.509 -0.215
C -4.128 3.448 1.506 -0.668
I -5.526 4.903 2.040 0.928
C -4.093 2.191 2.172 -0.201
C -4.966 1.769 3.195 -0.019
C -4.835 0.516 3.731 -0.017
C -3.822 -0.330 3.262 -0.085
N -2.982 0.037 2.318 0.056
C -3.103 1.275 1.774 -0.140
C -2.140 1.575 0.762 -0.409
O -1.239 0.651 0.486 -0.218
H -3.270 4.674 -0.001 0.079
H -5.733 2.444 3.551 0.068
H -5.489 0.169 4.518 0.116
H -3.692 -1.319 3.679 0.117
F 4.437 -4.528 -5.655 0.054
C 3.664 -3.639 -4.997 -0.288
C 2.297 -3.830 -4.982 -0.012
C 1.513 -2.911 -4.298 -0.124
C 2.078 -1.815 -3.648 -0.384
C 3.461 -1.661 -3.691 -0.130
C 4.266 -2.571 -4.365 -0.009
Sb 0.835 -0.544 -2.438 1.558
C 2.128 1.154 -2.595 -0.426
C 2.498 1.782 -1.405 -0.173
C 3.386 2.849 -1.393 -0.011
C 3.900 3.280 -2.598 -0.282
F 4.759 4.319 -2.604 0.059
C 3.575 2.681 -3.800 -0.003
C 2.695 1.608 -3.786 -0.136
C -0.553 -0.038 -4.003 -0.388
C -1.584 -0.939 -4.269 -0.143
C -2.543 -0.683 -5.239 -0.012
C -2.470 0.507 -5.931 -0.286
F -3.398 0.772 -6.872 0.056
C -1.486 1.442 -5.683 -0.006
C -0.533 1.160 -4.714 -0.143
H 1.867 -4.678 -5.497 0.118
H 0.439 -3.062 -4.285 0.089
H 3.930 -0.824 -3.187 0.097
H 5.342 -2.460 -4.406 0.119
H 2.071 1.448 -0.466 0.083
H 3.671 3.349 -0.478 0.120
H 4.019 3.045 -4.717 0.120
H 2.471 1.107 -4.720 0.109
H -1.659 -1.864 -3.706 0.091
H -3.341 -1.381 -5.454 0.118
H -1.478 2.370 -6.238 0.120
H 0.226 1.902 -4.513 0.074
```

***

Record 3
Computed, not measured: a molecular structure, C4H7N3, with ωB97M-V/def2-TZVPD.

highest occupied orbital energy: -7.038 eV
frontier orbital gap: 7.911 eV
total charge: 0

```
14
Properties=species:S:1:pos:R:3:lowdin_charge:R:1
N 1.649 1.626 0.703 0.133
C 0.968 0.526 0.225 -0.425
C -0.381 0.380 -0.225 -0.168
C -1.180 -0.628 0.416 -0.200
N -2.437 -0.639 -0.026 0.023
C 0.579 -1.291 -0.912 0.017
N 1.501 -0.653 -0.021 -0.016
H 2.531 1.831 0.251 0.094
H 1.071 2.447 0.814 0.092
H -0.841 1.220 -0.774 0.115
H -3.090 -1.318 0.334 0.081
H -2.792 -0.053 -0.782 0.093
H 0.364 -2.288 -0.471 0.008
H 2.274 -1.079 0.478 0.153
```

***

Here are the calculated relative energy (zero: lowest compared OMol25 entry of this formula, charge and spin) numbers, same order: 173.4 20.8 126.5 (kcal/mol).